C26H28N4O2STi | ωB97M-V/def2-TZVPD

CARTESIAN COORDINATES (ANGSTROEM)
Ti  -0.561  0.383  -0.771
C  -4.493  -0.844  -0.553
C  -3.022  -0.883  -0.881
O  -2.310  0.147  -0.544
C  -2.426  -1.997  -1.525
C  -3.044  -3.267  -1.554
C  -2.401  -4.367  -2.073
C  -1.134  -4.231  -2.628
C  -0.535  -2.982  -2.695
C  -1.134  -1.844  -2.143
O  -0.552  -0.665  -2.255
H  -4.760  0.174  -0.273
H  -4.742  -1.501  0.282
H  -5.087  -1.144  -1.416
H  -4.021  -3.375  -1.108
H  -2.875  -5.337  -2.039
H  -0.607  -5.098  -3.003
H  0.418  -2.870  -3.192
S  3.195  2.894  -1.211
C  3.548  1.401  -2.044
C  4.653  1.121  -2.820
C  4.699  -0.097  -3.485
C  3.682  -1.028  -3.308
C  2.602  -0.771  -2.484
C  2.482  0.485  -1.879
N  1.413  0.958  -1.178
C  1.593  2.254  -0.837
C  0.504  3.048  -0.425
C  0.617  4.405  -0.064
C  -0.512  5.108  0.280
C  -1.762  4.493  0.252
C  -1.873  3.165  -0.148
C  -0.766  2.393  -0.484
H  5.445  1.849  -2.917
H  5.529  -0.313  -4.143
H  3.732  -1.973  -3.832
H  1.818  -1.499  -2.335
H  1.592  4.877  -0.070
H  -0.441  6.147  0.566
H  -2.643  5.056  0.536
H  -2.863  2.716  -0.211
C  -0.270  1.501  3.577
N  -0.681  0.257  2.941
C  -2.007  0.345  2.360
C  0.287  -0.418  2.221
N  0.191  -0.579  0.931
N  1.307  -0.928  2.976
C  1.072  -1.404  4.325
C  2.464  -1.502  2.323
H  -0.323  2.337  2.865
H  0.751  1.424  3.939
H  -0.934  1.708  4.417
H  -2.727  0.449  3.174
H  -2.221  -0.580  1.823
H  -2.106  1.199  1.677
H  0.858  -1.259  0.552
H  0.123  -1.033  4.703
H  1.872  -1.069  4.986
H  1.048  -2.499  4.329
H  2.249  -2.469  1.851
H  3.238  -1.654  3.073
H  2.851  -0.813  1.569

Output
<S²> ... 2.04
Calculated total energy ... -71423.2756 eV
2S+1 ... 3
Gap between HOMO and LUMO (alpha / beta) ... 0.1809 / 0.2910 Ha
HOMO (alpha / beta) ... -4.798 / -7.781 eV
Energy above the lowest of the compared OMol25 structures with the same formula, charge and spin ... 18.2 kcal/mol